DFT (ωB97M-V/def2-TZVPD) results for a structure of composition C31H46BiFNO6PSi.

Atoms and positions in Å:
Bi1 -1.135 0.550 -0.172
O1 -1.740 5.981 -1.787
C1 -1.652 4.778 -1.193
O2 -0.612 4.188 -1.062
C2 -2.985 4.257 -0.748
C3 -4.176 4.827 -1.165
C4 -5.360 4.232 -0.750
C5 -5.303 3.127 0.075
C6 -4.056 2.648 0.469
N1 -2.921 3.191 0.047
C7 -3.960 1.419 1.371
O3 -5.057 0.907 1.686
O4 -2.809 1.024 1.712
H1 -0.846 6.247 -2.035
H2 -4.168 5.696 -1.808
H3 -6.313 4.630 -1.079
H4 -6.189 2.619 0.430
H5 -4.576 -0.921 1.634
C8 3.298 -1.806 3.373
Si1 2.245 -0.312 3.730
C9 1.304 -0.518 5.321
C10 3.329 1.208 3.776
C11 1.031 -0.058 2.372
C12 0.239 0.144 1.472
H6 4.066 -1.921 4.146
H7 3.804 -1.706 2.406
H8 2.701 -2.724 3.345
H9 1.980 -0.550 6.182
H10 0.720 -1.445 5.311
H11 0.607 0.315 5.462
H12 3.906 1.254 4.706
H13 2.727 2.121 3.703
H14 4.037 1.206 2.940
C13 0.925 -5.889 1.410
C14 -0.163 -4.855 1.257
C15 -0.472 -3.981 2.289
C16 -1.484 -3.032 2.169
C17 -1.770 -2.098 3.323
C18 -2.187 -2.963 0.960
C19 -1.891 -3.828 -0.104
C20 -2.622 -3.743 -1.421
C21 -0.888 -4.770 0.072
C22 -3.202 -1.886 0.766
O5 -4.155 -1.841 1.654
O6 -3.116 -1.061 -0.153
H15 1.566 -5.669 2.264
H16 1.545 -5.937 0.514
H17 0.491 -6.881 1.562
H18 0.089 -4.032 3.219
H19 -0.983 -2.175 4.074
H20 -2.721 -2.345 3.792
H21 -1.835 -1.059 2.999
H22 -2.304 -2.843 -1.951
H23 -3.703 -3.680 -1.280
H24 -2.401 -4.613 -2.040
H25 -0.651 -5.447 -0.746
C23 2.586 -1.301 -0.678
C24 2.274 -0.639 -2.026
C25 3.570 -0.379 -2.796
P1 1.146 0.825 -1.834
C26 2.120 2.393 -1.705
C27 2.897 2.907 -2.916
C28 3.011 2.292 -0.454
C29 0.202 0.868 -3.432
C30 0.989 0.637 -4.723
C31 -0.638 2.151 -3.529
H26 3.186 -2.202 -0.846
H27 1.673 -1.587 -0.160
H28 3.153 -0.628 -0.026
H29 1.645 -1.331 -2.588
H30 4.278 0.199 -2.198
H31 3.415 0.137 -3.743
H32 4.040 -1.342 -3.017
H33 1.337 3.117 -1.473
H34 3.651 2.200 -3.260
H35 3.414 3.832 -2.637
H36 2.238 3.144 -3.752
H37 3.866 1.630 -0.625
H38 2.452 1.907 0.404
H39 3.401 3.280 -0.191
H40 -0.475 0.017 -3.307
H41 1.725 1.422 -4.906
H42 0.294 0.630 -5.568
H43 1.502 -0.325 -4.717
H44 -0.004 3.033 -3.655
H45 -1.261 2.310 -2.645
H46 -1.306 2.092 -4.392
F1 -0.585 -1.269 -1.105

Force components x, y, z for each atom (eV/Å):
-0.23 -0.31 -0.22
-0.13 0.01 0.05
-0.20 -0.04 0.02
0.11 0.08 0.06
0.05 -0.05 0.02
0.01 0.07 -0.07
-0.04 0.07 -0.04
-0.12 0.06 0.05
0.23 -0.04 -0.06
0.04 -0.11 -0.02
-0.44 -0.28 0.36
0.72 -0.28 -0.19
0.00 0.03 -0.33
0.16 0.00 -0.05
-0.02 -0.03 0.04
0.04 -0.02 0.04
0.06 0.01 -0.01
0.07 -0.41 0.04
0.03 -0.23 -0.10
0.09 0.09 0.05
-0.12 -0.02 0.15
0.07 0.20 0.01
-0.18 0.03 -0.26
0.10 -0.09 0.26
-0.07 0.00 -0.06
-0.05 -0.01 0.10
0.07 0.12 0.00
-0.06 -0.01 -0.09
0.08 0.13 0.03
0.06 -0.09 0.01
-0.05 -0.02 -0.11
0.08 -0.11 0.04
-0.09 0.01 0.08
-0.11 0.05 -0.01
0.05 -0.05 -0.03
0.03 0.02 0.03
-0.12 0.10 0.05
-0.02 -0.13 -0.13
-0.02 -0.12 0.03
-0.02 0.05 -0.02
0.09 0.11 0.10
0.01 -0.01 -0.02
0.47 0.29 -0.48
-0.43 0.80 0.20
-0.17 -0.29 0.49
-0.02 0.00 -0.03
0.00 0.00 0.02
0.03 0.03 0.00
-0.04 0.01 -0.08
-0.03 0.00 -0.06
-0.03 -0.03 0.03
0.00 0.01 0.03
-0.02 -0.04 0.01
0.03 -0.02 -0.02
-0.02 0.00 0.04
-0.04 0.06 0.07
-0.01 0.03 -0.03
0.01 0.09 0.31
-0.02 -0.11 -0.08
0.24 0.33 -0.39
0.08 -0.14 0.21
0.00 0.06 0.02
0.01 0.01 -0.04
0.02 0.18 -0.01
-0.02 -0.08 -0.01
0.02 -0.14 0.00
-0.02 0.10 0.01
-0.02 -0.01 0.01
-0.03 -0.08 -0.06
-0.04 -0.06 -0.06
-0.06 -0.03 -0.05
0.04 -0.05 0.06
0.01 0.06 0.03
-0.02 0.05 -0.03
-0.02 0.08 0.01
-0.03 -0.05 -0.02
0.06 -0.02 0.04
-0.08 0.08 0.03
0.05 0.02 -0.02
-0.03 -0.08 -0.04
-0.07 -0.03 0.01
-0.05 -0.06 0.00
0.04 0.01 0.03
-0.02 0.06 -0.02
-0.07 -0.06 0.04
0.08 0.01 -0.05
0.05 -0.02 0.00
0.00 0.25 0.09

Summary:
**Energy**: -2660.4741 Eh
**E_HOMO**: -8.49 eV
**Energy relative to the best compared isomer or geometry (same formula, charge and spin)**: 0.4443 eV
**HOMO-LUMO gap**: 8.5 eV
**LUMO**: 0.0 eV
**Maximum force**: 0.927 eV/A

***

DFT (ωB97M-V/def2-TZVPD) results for a structure of composition C31H46BiFNO6PSi.

Atoms and positions in Å:
Bi1 0.512 0.463 -0.676
O1 -0.544 0.340 -5.093
C1 -0.391 1.306 -4.232
O2 0.654 1.773 -3.842
C2 -1.667 1.823 -3.606
C3 -2.838 2.060 -4.322
C4 -3.928 2.575 -3.646
C5 -3.836 2.772 -2.272
C6 -2.640 2.454 -1.647
N1 -1.574 2.024 -2.303
C7 -2.434 2.567 -0.160
O3 -3.522 2.472 0.619
O4 -1.350 2.744 0.334
H1 0.296 -0.245 -5.030
H2 -2.872 1.850 -5.381
H3 -4.839 2.821 -4.174
H4 -4.669 3.187 -1.720
H5 -4.287 2.158 0.115
C8 -4.148 -3.266 0.116
Si1 -4.323 -1.524 -0.530
C9 -4.940 -1.490 -2.292
C10 -5.424 -0.473 0.573
C11 -2.643 -0.774 -0.485
C12 -1.518 -0.321 -0.446
H6 -5.078 -3.832 0.058
H7 -3.814 -3.256 1.155
H8 -3.389 -3.790 -0.467
H9 -5.952 -1.891 -2.371
H10 -4.288 -2.087 -2.931
H11 -4.942 -0.472 -2.684
H12 -6.278 -1.041 0.947
H13 -5.825 0.386 0.031
H14 -4.866 -0.105 1.435
C13 6.311 -2.129 -0.161
C14 5.070 -1.941 -0.992
C15 4.039 -2.872 -0.949
C16 2.878 -2.704 -1.686
C17 1.761 -3.706 -1.593
C18 2.761 -1.581 -2.509
C19 3.798 -0.657 -2.612
C20 3.718 0.512 -3.558
C21 4.935 -0.846 -1.833
C22 1.458 -1.308 -3.202
O5 1.383 -1.345 -4.434
O6 0.460 -1.012 -2.464
H15 6.074 -2.597 0.794
H16 6.801 -1.176 0.033
H17 7.026 -2.774 -0.675
H18 4.131 -3.739 -0.305
H19 2.042 -4.537 -0.948
H20 1.508 -4.101 -2.578
H21 0.869 -3.234 -1.183
H22 2.777 1.058 -3.469
H23 3.770 0.163 -4.590
H24 4.544 1.201 -3.384
H25 5.739 -0.121 -1.896
C23 1.303 3.506 1.789
C24 0.513 2.644 2.780
C25 1.017 2.890 4.201
P1 0.472 0.888 2.184
C26 1.870 -0.096 2.895
C27 1.991 -0.236 4.413
C28 3.192 0.364 2.274
C29 -1.100 0.167 2.857
C30 -1.576 0.658 4.225
C31 -1.052 -1.361 2.801
H26 1.199 4.561 2.048
H27 0.939 3.380 0.771
H28 2.366 3.262 1.815
H29 -0.538 2.943 2.709
H30 2.094 2.735 4.262
H31 0.536 2.255 4.941
H32 0.821 3.929 4.473
H33 1.651 -1.085 2.485
H34 2.436 0.640 4.879
H35 2.640 -1.087 4.632
H36 1.034 -0.429 4.892
H37 3.463 1.367 2.606
H38 3.149 0.350 1.184
H39 3.996 -0.313 2.568
H40 -1.835 0.505 2.117
H41 -0.895 0.381 5.027
H42 -2.540 0.194 4.445
H43 -1.717 1.737 4.248
H44 -0.454 -1.762 3.621
H45 -0.635 -1.724 1.862
H46 -2.063 -1.760 2.895
F1 1.224 -1.261 0.220

Force components x, y, z for each atom (eV/Å):
0.07 -0.60 -0.26
0.24 -0.34 -0.09
0.11 0.43 0.63
0.15 -0.14 -0.09
-0.21 -0.14 -0.31
0.02 -0.01 0.04
0.06 0.00 0.03
0.01 -0.02 -0.03
-0.14 0.01 0.08
0.18 0.01 0.04
0.07 0.02 0.13
0.00 0.05 -0.08
-0.27 -0.08 -0.11
-0.32 -0.15 -0.04
0.00 -0.01 -0.04
-0.01 -0.03 0.00
-0.01 0.00 0.01
0.12 -0.01 0.04
-0.02 0.07 -0.01
0.08 0.02 0.02
0.04 -0.04 0.05
0.03 -0.08 0.00
-0.17 0.00 0.03
0.02 0.07 0.01
-0.04 0.01 0.00
0.00 -0.01 0.03
0.01 -0.03 -0.02
-0.04 -0.01 0.01
0.03 -0.02 -0.03
-0.01 0.04 0.00
-0.04 -0.01 -0.02
-0.02 0.05 -0.05
0.02 0.00 0.05
-0.03 -0.02 -0.05
0.00 0.03 0.00
0.00 0.01 -0.01
0.01 -0.03 0.02
-0.02 0.05 0.03
-0.03 -0.12 0.21
0.06 0.05 -0.08
-0.06 0.01 0.03
0.04 -0.01 0.02
0.17 0.08 -0.29
0.13 0.15 -0.57
-0.46 0.53 0.46
0.01 -0.01 0.03
0.02 0.01 0.01
0.03 -0.01 0.00
0.00 -0.04 0.03
0.02 -0.03 -0.01
-0.01 -0.02 -0.03
0.01 -0.01 0.00
0.08 -0.02 -0.01
0.00 0.00 -0.02
0.00 0.02 0.01
0.03 0.03 0.01
-0.05 -0.03 0.01
0.09 0.00 -0.19
-0.06 0.01 -0.03
-0.12 -0.04 0.42
-0.02 0.04 -0.08
-0.02 -0.05 -0.05
-0.04 -0.05 0.00
0.00 0.09 -0.04
0.00 -0.03 -0.09
0.02 0.05 -0.08
0.02 0.03 0.02
0.02 0.03 -0.01
0.03 0.00 -0.01
0.05 -0.03 0.00
0.03 -0.01 0.01
-0.01 -0.03 0.04
0.02 0.01 0.01
0.01 0.04 -0.07
-0.01 0.06 0.00
0.04 0.00 0.02
-0.03 -0.01 0.04
0.02 0.03 0.01
0.02 0.01 -0.02
0.02 -0.01 0.03
0.04 -0.04 0.02
0.03 -0.01 0.04
-0.03 0.01 0.01
0.00 0.04 0.02
0.02 -0.03 0.03
0.00 -0.01 -0.03
-0.03 -0.03 0.04
0.02 0.21 0.12

Summary:
**Energy**: -2660.4775 Eh
**E_HOMO**: -8.13 eV
**Energy relative to the best compared isomer or geometry (same formula, charge and spin)**: 0.3520 eV
**HOMO-LUMO gap**: 7.8 eV
**LUMO**: -0.4 eV
**Maximum force**: 0.837 eV/A

***

Among the records above, which one has the lowest energy?
number 2

***

Which of these has the lowest HOMO-LUMO gap?
number 2